[1]
Computed, not measured: a molecular structure, C47H64BNO4SeTa, with ωB97M-V/def2-TZVPD.

As for the multiplicity: 1. The lowest unoccupied orbital energy comes out at -3.6 eV. The HOMO energy comes out at -10.74 eV. The total charge is +1. As for the HOMO-LUMO gap: 7.2 eV.

Each line ends with the Mulliken charge.
CARTESIAN COORDINATES (ANGSTROEM)
Ta 0.1156 -0.3016 0.3011  -0.0360
C 0.6198 5.2177 5.9439  -1.5639
C -0.5447 5.1498 4.9458  1.9864
C -0.4943 6.3900 4.0558  -1.9722
C -1.8762 5.1506 5.7099  -1.6535
C -0.4348 3.8605 4.1335  -0.5246
C -0.3072 3.8522 2.7507  -0.6308
C -0.2143 2.6441 2.0784  -0.2522
Se 0.0347 2.6306 0.1664  0.3682
C 1.9591 2.6310 0.1729  1.0046
C 2.6326 3.8248 0.3530  -0.7007
C 4.0198 3.8253 0.4477  -0.2331
C 4.6614 2.5968 0.3439  -0.4345
C 4.0240 1.3679 0.1508  -0.4210
C 2.6372 1.4147 0.0597  0.0936
O 1.8602 0.2891 -0.0928  -0.3408
C 4.9174 0.1161 0.0630  2.2191
C 4.1809 -1.2101 -0.1497  -2.0197
C 5.7117 -0.0073 1.3718  -1.7290
C 5.8895 0.2931 -1.1140  -1.7143
C 4.8363 5.0975 0.6703  1.8896
C 3.9446 6.3351 0.7611  -2.0674
C 5.6231 4.9666 1.9816  -1.5831
C 5.8132 5.2835 -0.4985  -1.6585
C -0.2664 1.4436 2.7699  1.0899
O -0.1975 0.2826 2.0080  0.5052
C -0.3705 1.3942 4.1542  -0.6142
C -0.4562 2.6303 4.7909  -0.1297
C -0.3616 0.0739 4.9353  2.3337
C -0.5173 0.3179 6.4381  -2.4597
C -1.5215 -0.8293 4.4895  -1.1106
C 0.9805 -0.6402 4.7161  -1.5420
H 0.5766 6.1537 6.5038  0.4734
H 1.5805 5.1745 5.4262  0.3249
H 0.5853 4.3981 6.6631  0.3193
H -0.5814 7.2822 4.6767  0.4404
H -1.3159 6.4084 3.3364  0.3985
H 0.4500 6.4601 3.5102  0.2617
H -1.9862 6.0834 6.2661  0.4780
H -1.9331 4.3280 6.4244  0.3139
H -2.7202 5.0622 5.0231  0.3502
H -0.2743 4.7720 2.1842  0.5645
H 2.0649 4.7410 0.4351  0.4965
H 5.7417 2.5847 0.4180  0.3524
H 3.5159 -1.4532 0.6778  0.1805
H 4.9270 -2.0039 -0.2158  0.6705
H 3.6018 -1.2235 -1.0730  0.2610
H 5.0388 -0.1217 2.2245  0.3397
H 6.3440 0.8621 1.5558  0.3169
H 6.3586 -0.8856 1.3282  0.4898
H 5.3455 0.3953 -2.0558  0.3466
H 6.5399 -0.5804 -1.1894  0.4726
H 6.5250 1.1715 -0.9971  0.3295
H 3.2477 6.2712 1.6006  0.3392
H 3.3723 6.4922 -0.1560  0.3857
H 4.5663 7.2175 0.9165  0.4469
H 4.9507 4.7880 2.8234  0.3198
H 6.1792 5.8853 2.1778  0.4705
H 6.3408 4.1455 1.9422  0.3239
H 5.2792 5.3353 -1.4494  0.3538
H 6.5322 4.4647 -0.5585  0.3135
H 6.3752 6.2108 -0.3724  0.4769
H -0.5454 2.6361 5.8674  0.5310
H -1.4647 0.8063 6.6765  0.4286
H 0.2988 0.9196 6.8430  0.4327
H -0.5033 -0.6430 6.9532  0.4580
H -2.4745 -0.2991 4.5527  0.2812
H -1.5766 -1.6998 5.1456  0.5484
H -1.3941 -1.1953 3.4730  -0.0725
H 1.8100 -0.0122 5.0477  0.3557
H 1.1450 -0.8994 3.6709  0.0991
H 1.0035 -1.5649 5.2960  0.4390
C 1.1096 0.6083 -2.7189  -1.1348
N 0.0002 -0.1692 -2.1341  0.4356
C 0.0058 -1.5379 -2.6934  -1.2870
C -1.2796 0.4949 -2.4813  -1.3482
C -2.3594 0.0053 -1.5809  1.0272
C -3.6691 -0.1685 -1.9960  -0.8537
C -4.6319 -0.5518 -1.0700  -0.6806
C -4.2837 -0.7572 0.2605  -0.9589
C -2.9648 -0.5975 0.6618  -0.4121
C -1.9756 -0.2292 -0.2630  0.9354
H 0.9943 0.6687 -3.8050  0.4799
H 2.0581 0.1288 -2.4909  0.1529
H 1.1219 1.6151 -2.3091  0.3219
H -0.0443 -1.4900 -3.7848  0.3952
H -0.8567 -2.0898 -2.3213  0.3483
H 0.9136 -2.0586 -2.3974  0.3937
H -1.5239 0.3382 -3.5376  0.4569
H -1.1347 1.5681 -2.3361  0.4360
H -3.9422 -0.0038 -3.0323  0.4646
H -5.6571 -0.6910 -1.3875  0.3987
H -5.0382 -1.0440 0.9815  0.4928
H -2.7125 -0.7683 1.7023  0.3165
C 0.1005 -9.1284 -1.5868  -1.5889
C 1.1849 -8.3437 -0.8371  1.9414
C 1.6450 -9.1499 0.3858  -1.5654
C 2.3803 -8.1629 -1.7711  -2.0445
C 0.6208 -7.0028 -0.3607  0.7539
C -0.5284 -6.9925 0.4471  -0.4486
C -1.0834 -5.8285 0.9624  -2.2066
C -0.4464 -4.6530 0.6328  0.9445
O -0.7656 -3.3573 1.0006  -0.4364
B 0.1960 -2.5570 0.3974  -0.0089
O 1.0983 -3.3347 -0.3291  -0.1407
C 0.6694 -4.6432 -0.1633  0.1077
C 1.2360 -5.7912 -0.6744  -0.9382
H 0.5090 -10.0750 -1.9457  0.4440
H -0.2622 -8.5657 -2.4495  0.3813
H -0.7535 -9.3579 -0.9491  0.3180
H 2.0705 -10.1039 0.0680  0.4371
H 0.8154 -9.3594 1.0628  0.3418
H 2.4077 -8.6049 0.9454  0.3682
H 2.7323 -9.1420 -2.0983  0.4259
H 3.2150 -7.6653 -1.2727  0.3720
H 2.1147 -7.5909 -2.6631  0.4139
H -1.0079 -7.9320 0.6885  0.4039
H -1.9629 -5.8447 1.5911  0.5195
H 2.1247 -5.7338 -1.2860  0.6137

---

[2]
Computed, not measured: a molecular structure, C47H64CoN6P2S3Si2Te, with ωB97M-V/def2-TZVPD.

As for the multiplicity: 2. The lowest unoccupied orbital energy (spin up / spin down) comes out at -6.1 / -6.1 eV. The HOMO energy (spin up / spin down) comes out at -10.29 / -10.29 eV. The total charge is +2. As for the HOMO-LUMO gap (spin up / spin down): 4.2 / 4.2 eV. The value obtained for the energy above the lowest of the compared OMol25 structures with the same formula, charge and spin is 23.2 kcal/mol.

Each line ends with the Löwdin spin population.
CARTESIAN COORDINATES (ANGSTROEM)
Co 0.7652 0.1799 -0.3190  0.8570
C 2.9562 1.8660 -3.5629  -0.0007
C 1.7919 1.4064 -2.7228  -0.0051
N 2.0062 0.9305 -1.5313  0.0081
N 3.2701 1.0792 -1.0196  0.0001
C 3.5718 0.7225 0.2462  -0.0015
N 4.8372 0.8957 0.6456  0.0001
S 2.4154 0.0616 1.2784  0.0064
C 0.4531 1.5970 -3.2524  0.0007
C 0.2589 2.4656 -4.3325  -0.0005
C -0.9896 2.7807 -4.8133  0.0002
C -2.0957 2.2326 -4.1798  -0.0004
C -1.9004 1.3676 -3.1353  0.0003
N -0.6660 1.0070 -2.7049  -0.0008
H 3.8408 1.2566 -3.3843  -0.0001
H 3.2073 2.9159 -3.3864  -0.0004
H 2.7273 1.7461 -4.6169  0.0000
H 3.9628 1.5453 -1.5871  0.0003
H 5.5457 1.3078 0.0604  0.0000
H 5.0804 0.6475 1.5896  0.0004
H 1.1183 2.9264 -4.7916  0.0000
H -1.1075 3.4622 -5.6435  0.0000
H -3.1023 2.4710 -4.4906  0.0000
H -2.7255 0.9267 -2.6052  0.0000
C -4.2864 2.3475 5.7362  0.0000
S -2.7270 1.4321 5.8626  0.0000
C -1.5465 2.7451 5.3683  -0.0001
C -0.6363 2.3202 4.2135  -0.0001
C -1.4545 1.9301 2.9813  -0.0009
N -0.6570 1.3962 1.8601  -0.0034
P -0.8281 -0.1565 1.1710  -0.0228
C -1.0285 -1.3834 2.4762  -0.0029
C -0.5825 -1.2272 3.7819  -0.0014
C -0.9040 -2.1805 4.7375  0.0000
C -1.6284 -3.3072 4.3812  -0.0014
C -2.0115 -3.5047 3.0596  0.0001
C -1.7196 -2.5422 2.1105  -0.0012
C -2.5468 -0.0277 0.4511  -0.0034
C -3.7038 -0.1218 1.3888  -0.0011
C -4.9484 0.0769 0.8607  -0.0003
C -5.1607 0.1371 -0.5231  -0.0003
C -4.1977 -0.4056 -1.4370  -0.0001
C -1.5571 -0.9616 -1.7073  -0.0011
P 0.1112 2.3416 0.6545  0.0595
C -1.1243 3.3489 -0.2509  0.0068
C -2.5009 3.3946 -0.0532  0.0033
C -3.2917 4.2443 -0.8187  0.0001
C -2.7182 5.0528 -1.7857  0.0023
C -1.3435 5.0147 -1.9906  -0.0001
C -0.5560 4.1673 -1.2319  0.0036
C 0.9005 3.7163 1.5726  0.0189
C 2.2652 3.6686 1.8451  0.0027
C 2.8886 4.7053 2.5248  -0.0003
C 2.1486 5.8020 2.9381  0.0012
C 0.7902 5.8657 2.6575  0.0010
C 0.1690 4.8377 1.9683  0.0049
H -5.0823 1.6641 6.0221  0.0000
H -4.4381 2.6834 4.7113  0.0000
H -4.2746 3.1935 6.4190  0.0000
H -0.9484 2.9888 6.2438  0.0000
H -2.1353 3.6211 5.0930  0.0000
H -0.0196 1.4807 4.5359  0.0000
H 0.0337 3.1449 3.9764  0.0000
H -2.0226 2.8052 2.6502  0.0001
H -2.1665 1.1654 3.2836  0.0001
H 0.0117 -0.3668 4.0536  -0.0001
H -0.6011 -2.0355 5.7658  0.0000
H -1.9036 -4.0341 5.1337  -0.0001
H -2.5563 -4.3954 2.7753  0.0000
H -2.0347 -2.6781 1.0801  0.0000
H -3.5571 -0.2226 2.4553  0.0000
H -5.7870 0.2237 1.5314  0.0000
H -6.1151 0.4451 -0.9268  0.0000
H -4.3491 -0.1906 -2.4911  0.0000
H -1.0512 -1.7598 -1.1148  -0.0005
H -2.9707 2.8005 0.7219  0.0001
H -4.3602 4.2819 -0.6489  0.0000
H -3.3303 5.7283 -2.3688  0.0001
H -0.8891 5.6536 -2.7375  -0.0001
H 0.5224 4.1543 -1.3674  0.0009
H 2.8414 2.8095 1.5341  0.0004
H 3.9507 4.6578 2.7273  0.0000
H 2.6291 6.6105 3.4727  0.0001
H 0.2119 6.7258 2.9688  0.0002
H -0.8869 4.9092 1.7390  0.0004
S -3.2756 -2.6957 -2.6297  -0.0001
C -3.7477 -1.8584 -1.1337  0.0000
C -2.8116 -0.7243 -0.8694  -0.0003
N -0.5113 0.0229 -1.8076  -0.0104
C -2.0464 -1.5931 -2.9693  -0.0003
H -4.2593 -2.4528 -0.3891  0.0000
H -2.4817 1.0267 0.1271  -0.0001
H -1.4508 -1.7310 -3.8610  0.0000
C 1.2896 -6.8154 0.0775  0.0002
Si 0.2415 -5.3793 -0.5290  0.0015
C 0.0922 -5.3667 -2.4126  0.0014
C -1.4840 -5.4199 0.2246  0.0003
C 1.1308 -3.8029 0.1579  0.0063
Te 1.6314 -2.2150 -1.2082  0.0524
C 3.7461 -2.4645 -0.9131  0.0099
Si 4.6822 -2.8687 -2.5279  0.0025
C 4.1816 -1.6250 -3.8693  0.0002
C 4.1348 -4.5886 -3.0426  0.0014
C 6.5248 -2.7423 -2.1709  0.0007
H 0.8182 -7.7720 -0.1563  0.0001
H 1.4262 -6.7681 1.1597  0.0000
H 2.2773 -6.8109 -0.3877  0.0000
H -0.8262 -5.8676 -2.7262  0.0001
H 0.9215 -5.9038 -2.8761  0.0000
H 0.0775 -4.3565 -2.8212  0.0010
H -2.0633 -6.2426 -0.2007  0.0001
H -2.0317 -4.5008 0.0240  0.0000
H -1.4476 -5.5664 1.3064  0.0000
H 2.0958 -4.1082 0.5621  0.0001
H 0.5603 -3.3762 0.9818  0.0009
H 3.8552 -3.2885 -0.2074  0.0003
H 4.1484 -1.5763 -0.4335  0.0012
H 3.1549 -1.2728 -3.7358  0.0001
H 4.2335 -2.1106 -4.8457  0.0000
H 4.8564 -0.7661 -3.9102  0.0000
H 3.0513 -4.6161 -3.1694  0.0010
H 4.4118 -5.3379 -2.2982  0.0000
H 4.5934 -4.8791 -3.9895  0.0000
H 6.8152 -1.7556 -1.8048  0.0000
H 7.0963 -2.9386 -3.0807  0.0001
H 6.8323 -3.4797 -1.4274  0.0000

---

[3]
Computed, not measured: 9 unconnected molecules or ions with the total composition C47H65Br2FN9O2P2S, with ωB97M-V/def2-TZVPD.

As for the multiplicity: 1. The lowest unoccupied orbital energy comes out at -4.4 eV. The HOMO energy comes out at -9.42 eV. The total charge is +1. As for the HOMO-LUMO gap: 5.0 eV.

Each line ends with the Mulliken charge.
CARTESIAN COORDINATES (ANGSTROEM)
C 5.6177 1.4938 0.6382  -1.1372
C 5.1528 0.0318 0.9602  -0.6066
P 3.5612 0.1655 1.8873  0.5279
C 3.8420 0.5205 3.6777  -0.4708
C 2.6954 1.3403 4.2814  -1.1621
C 2.4619 -1.3276 1.6746  0.3512
C 2.8291 -2.5887 2.1245  0.2725
C 4.1685 -2.8370 2.7586  -0.9733
Br 5.3471 -3.3531 1.2499  -0.0223
C 4.1696 -3.9547 3.8640  -0.4783
C 2.9897 -3.8246 4.8360  -0.8378
Br 4.3115 -5.7818 3.1705  -0.0524
C 1.9591 -3.6340 1.9670  -0.0808
C 0.7579 -3.4220 1.3752  -0.6544
S -0.3602 -4.7909 1.1947  1.1627
O -0.0335 -5.5153 0.0378  -0.5756
O -0.3550 -5.4816 2.4222  -0.4430
F -1.7035 -4.0594 1.0231  -0.1488
C 0.4367 -2.1869 0.9273  0.3215
N 1.2586 -1.1499 1.0599  0.0534
P 0.5924 0.4096 0.3258  -0.4758
C 1.7802 0.7491 -1.0413  -0.9647
C 0.6324 1.7906 1.5132  -0.0446
C -0.1955 2.9323 0.8337  -1.3060
H 5.6718 1.6133 -0.4409  0.2497
H 4.9241 2.2219 1.0613  0.2922
H 6.5979 1.6609 1.0811  0.3846
H 5.9451 -0.5026 1.4764  0.3963
H 4.9059 -0.4393 0.0104  0.4551
H 3.9945 -0.3594 4.3109  0.4884
H 4.7431 1.1356 3.7494  0.4346
H 2.6443 2.3128 3.7929  0.2211
H 2.8899 1.5522 5.3339  0.4459
H 1.7382 0.8205 4.2323  0.2114
H 4.6271 -1.9569 3.1917  0.2973
H 5.0831 -3.8047 4.4339  0.6565
H 2.1470 -4.4174 4.4738  0.1752
H 2.6363 -2.7949 4.9239  0.2184
H 3.2665 -4.2649 5.7903  0.4385
H 2.1834 -4.6370 2.3093  0.3343
H -0.5226 -2.0205 0.4533  0.1967
H 2.7532 1.0835 -0.6892  0.2092
H 1.2780 1.4700 -1.6880  0.5545
H 1.8382 -0.1859 -1.6027  0.3954
H 0.2120 1.5364 2.4853  0.4301
H 1.6242 2.2005 1.6741  0.1367
H -1.2382 2.9254 1.1331  0.3528
H -0.0948 2.8195 -0.2505  0.3572
H 0.2917 3.8787 1.0537  0.3531
N 4.2138 5.9432 5.8347  0.0055
C 3.2118 6.4566 6.6117  -0.6755
C 2.0302 6.2872 5.9406  -0.0974
C 2.3296 5.6432 4.7111  -0.4695
C 3.6836 5.4428 4.6770  -0.6751
H 5.1874 5.9359 6.0771  0.1867
H 3.4255 6.8972 7.5704  0.3718
H 1.0579 6.5913 6.2892  0.3829
H 1.6299 5.3612 3.9412  0.5084
H 4.3146 4.9903 3.9303  0.4623
N 4.0791 2.3830 -3.8274  0.0354
C 3.2131 2.2978 -4.8855  -0.5501
C 2.7668 3.5611 -5.1648  -0.4093
C 3.3902 4.4453 -4.2424  -0.4997
C 4.1947 3.6903 -3.4326  -0.4741
H 4.5562 1.6076 -3.4074  0.1921
H 2.9911 1.3494 -5.3451  0.4498
H 2.0722 3.8246 -5.9447  0.4394
H 3.2627 5.5133 -4.1832  0.4191
H 4.8365 3.9680 -2.6134  0.4054
N -1.8850 6.7714 7.1575  0.0160
C -2.1608 7.8909 6.4189  -0.4090
C -3.4661 7.8158 6.0143  -0.4444
C -4.0015 6.6054 6.5330  -0.4044
C -3.0032 5.9853 7.2347  -0.4844
H -1.0001 6.5594 7.5789  0.2108
H -1.4068 8.6401 6.2459  0.3695
H -3.9819 8.5472 5.4150  0.3948
H -5.0049 6.2349 6.4057  0.3880
H -2.9911 5.0569 7.7800  0.3695
N -2.2441 -1.1976 -1.8081  0.1135
C -2.2220 -0.9822 -3.1607  -0.5454
C -2.9168 -1.9975 -3.7598  -0.1591
C -3.3832 -2.8576 -2.7303  -1.2492
C -2.9569 -2.3380 -1.5379  -0.5574
H -1.8067 -0.6073 -1.1230  0.2327
H -1.7135 -0.1290 -3.5777  0.4729
H -3.0752 -2.1124 -4.8192  0.5222
H -3.9662 -3.7546 -2.8531  0.5773
H -3.0982 -2.6782 -0.5274  0.6115
N 0.1033 -7.3268 7.7786  0.0528
C 1.0499 -7.4909 6.8055  -0.8259
C 0.5310 -7.0121 5.6315  -0.1755
C -0.7791 -6.5356 5.9093  -0.3371
C -1.0117 -6.7422 7.2426  -0.6724
H 0.2097 -7.5953 8.7396  0.1900
H 2.0052 -7.9340 7.0306  0.3904
H 1.0333 -7.0040 4.6773  0.5387
H -1.4690 -6.0940 5.2095  0.4586
H -1.8716 -6.5266 7.8536  0.3840
N -2.1288 -0.7871 -7.3482  0.1535
C -1.0985 0.0189 -6.9389  -0.7652
C 0.0755 -0.6345 -7.2016  -0.2285
C -0.2580 -1.8816 -7.7967  -0.7229
C -1.6228 -1.9447 -7.8757  -0.5338
H -3.1053 -0.5634 -7.2713  0.2742
H -1.2915 0.9830 -6.4974  0.4839
H 1.0643 -0.2609 -6.9927  0.4907
H 0.4267 -2.6434 -8.1296  0.4325
H -2.2760 -2.7098 -8.2595  0.4150
N -3.7124 1.1504 -9.3447  0.1377
C -3.9434 2.2232 -10.1608  -0.5647
C -5.2382 2.1489 -10.6001  -0.4170
C -5.8149 0.9864 -10.0231  -0.6516
C -4.8509 0.3931 -9.2535  -0.1613
H -2.8417 0.9495 -8.8857  0.1732
H -3.1685 2.9440 -10.3588  0.3700
H -5.7196 2.8496 -11.2613  0.3922
H -6.8215 0.6276 -10.1586  0.3903
H -4.8796 -0.5015 -8.6530  0.3397
N -7.8613 -2.4205 -3.8203  0.0057
C -6.6047 -2.9254 -3.6248  -0.4062
C -6.5319 -4.1297 -4.2744  -0.1267
C -7.7932 -4.3565 -4.8898  -0.7884
C -8.5897 -3.2841 -4.5930  -0.4786
H -8.1975 -1.5495 -3.4537  0.1847
H -5.8769 -2.3881 -3.0434  0.4548
H -5.6711 -4.7777 -4.3074  0.3991
H -8.0807 -5.2092 -5.4819  0.3881
H -9.6080 -3.0618 -4.8630  0.3821

---

Question: Look up the multiplicity of the first one.
Answer: 1

---

Question: Among the records above, which one has the highest total charge?
Answer: C47H64CoN6P2S3Si2Te

---

Question: Which formula does entry 1 have?
Answer: C47H64BNO4SeTa